1.
C2H2N4O3 | ωB97M-V/def2-TZVPD

Values from the calculation:
Gap between HOMO and LUMO (alpha / beta) ... 7.7400 / 7.3566 eV
Maximum force ... 3.48 eV/A
Total energy ... -521.8489 hartree
Multiplicity ... 3

Each line ends with the natural charge from an NBO analysis.
Positions of all 11 atoms, in Å:
O (4.529, -1.205, -0.254)  -0.3297
O (1.988, -2.687, 0.121)  -0.2905
O (3.545, 2.418, 0.098)  -0.1418
N (0.951, -1.978, 0.033)  -0.0860
N (2.460, 2.152, 0.061)  0.1747
N (3.376, -1.001, -0.013)  0.2551
N (0.090, 0.235, 0.168)  -0.7531
C (1.081, -0.687, 0.073)  0.3157
C (2.438, -0.288, 0.055)  -0.0084
H (0.489, 1.256, 0.195)  0.4366
H (-0.875, -0.001, 0.422)  0.4274

Force components x, y, z for each atom (eV/Å):
-0.2247 -0.9422 0.5129
-0.8753 -0.3305 -0.2167
2.4934 0.6308 0.0653
-1.6464 -3.0574 0.1975
-2.4026 0.1253 -0.0718
2.8179 1.0746 -1.0349
1.3458 1.7866 -0.0442
0.8722 2.3835 0.5578
-1.5703 1.0141 0.2832
-1.6432 -2.8427 0.0366
0.8333 0.1578 -0.2857


2.
CH7NO2 | ωB97M-V/def2-TZVPD

Values from the calculation:
Gap between HOMO and LUMO ... 5.4280 eV
Maximum force ... 5.15 eV/A
Total energy ... -247.2583 hartree
Multiplicity ... 1

Each line ends with the natural charge from an NBO analysis.
Positions of all 11 atoms, in Å:
O (1.949, 1.582, -0.607)  -0.9581
O (-1.824, -1.894, 0.674)  -0.8308
N (-0.428, 0.759, -0.535)  -0.5803
C (-0.005, -0.263, 0.271)  -0.2846
H (0.717, -0.908, -0.237)  0.2232
H (0.502, -0.077, 1.245)  0.2932
H (0.377, 1.420, -0.754)  0.4582
H (-1.845, -2.860, 0.627)  0.4839
H (-0.925, -0.962, 0.537)  0.3755
H (2.680, 1.944, -1.126)  0.4490
H (-1.199, 1.257, -0.096)  0.3708

Force components x, y, z for each atom (eV/Å):
-1.0841 -0.6685 0.6763
-0.4893 2.3971 0.2015
-1.5718 -1.3751 2.3277
4.0404 1.9689 -2.5079
-0.0769 0.2464 -0.2522
-1.5094 0.0222 0.5706
2.3622 0.3643 -1.6003
1.4107 0.0786 -0.3099
-2.8649 -3.6197 0.9492
-0.4519 0.2342 -0.2000
0.2351 0.3515 0.1450


3.
C27H51NO7P | ωB97M-V/def2-TZVPD

Values from the calculation:
Gap between HOMO and LUMO ... 9.2725 eV
Maximum force ... 7.63 eV/A
Total energy ... -1981.7772 hartree
Multiplicity ... 1
Net charge ... +1

Each line ends with the Löwdin charge.
Positions of all 87 atoms, in Å:
P (-3.267, -2.586, 3.537)  0.6102
O (2.630, 0.060, -3.243)  -0.1395
O (-0.118, 2.546, 0.904)  0.0880
O (0.361, 0.419, -4.313)  -0.0547
O (-4.276, -1.563, 4.352)  -0.2122
O (-3.283, -3.634, 4.805)  -0.2463
O (-2.707, -3.515, 2.499)  -0.2440
O (-1.947, -1.697, 3.953)  -0.1965
N (-2.029, 0.631, -3.069)  -0.0143
C (-1.167, 2.018, -1.188)  -0.0460
C (3.831, -2.008, -3.762)  -0.0440
C (3.595, 3.156, -0.848)  -0.2010
C (-2.051, -5.708, 4.800)  -0.0714
C (-2.450, -2.566, -2.036)  0.1784
C (4.382, 1.027, 1.215)  -0.2529
C (-3.743, 2.038, -3.947)  0.1034
C (0.483, 1.119, -3.039)  -0.3301
C (-4.959, -1.903, 6.636)  -0.0620
C (3.126, 3.240, -2.334)  -0.1751
C (4.240, 2.215, 2.225)  -0.0913
C (-1.428, -0.766, 3.016)  -0.3016
C (5.271, 1.321, -0.021)  -0.2091
C (3.598, -0.848, -2.728)  -0.2366
C (-0.316, -0.807, -4.193)  -0.1221
C (0.811, 2.578, -3.402)  -0.0931
C (5.070, 2.723, -0.657)  -0.1923
C (-1.824, -0.660, -3.824)  -0.1892
C (-0.825, 0.907, -2.215)  -0.1701
C (-0.443, 1.692, 0.134)  -0.2562
C (1.641, 0.389, -2.286)  -0.1343
C (-2.266, -1.774, -2.931)  -0.0591
C (-5.355, -2.036, 5.182)  -0.2621
C (-3.399, -5.046, 4.609)  -0.2881
C (-2.294, 0.476, 2.912)  -0.0729
C (-2.454, 1.756, -3.912)  -0.0994
C (1.563, 3.403, -2.313)  -0.1708
H (-0.677, -0.013, -1.621)  0.1434
H (4.463, 1.818, 3.227)  0.0704
H (-4.059, -2.471, 6.862)  0.0756
H (2.979, -1.959, -4.459)  0.0729
H (3.585, 4.130, -2.789)  0.1169
H (-4.147, 2.938, -4.405)  0.0925
H (-6.219, -1.398, 4.983)  0.1172
H (5.596, 2.704, -1.629)  0.1124
H (-0.433, -0.491, 3.367)  0.1242
H (2.061, 0.982, -1.454)  0.1227
H (-2.251, 1.917, -0.965)  0.1416
H (1.390, 4.462, -2.573)  0.1205
H (-2.738, -3.040, -1.112)  0.0590
H (-0.296, -1.280, -5.187)  0.1532
H (3.360, 0.836, 0.825)  0.0737
H (-2.480, 0.910, 3.894)  0.0911
H (-1.026, 3.044, -1.541)  0.1294
H (4.656, 0.096, 1.733)  0.1026
H (-4.448, 1.318, -3.509)  0.0960
H (-0.072, 3.169, -3.694)  0.1037
H (0.170, -1.527, -3.515)  0.1369
H (-2.115, -6.781, 4.616)  0.0795
H (-2.503, -0.668, -4.685)  0.1618
H (-3.269, 0.235, 2.477)  0.0709
H (-4.101, -5.419, 5.359)  0.1188
H (-1.315, -1.247, 2.036)  0.0967
H (5.627, 3.444, -0.042)  0.1001
H (-4.739, -0.862, 6.876)  0.0826
H (4.565, -0.338, -2.619)  0.1068
H (-0.218, 0.619, 0.368)  0.1393
H (3.516, 4.186, -0.455)  0.1233
H (3.182, 2.522, 2.269)  0.0662
H (-1.783, 2.335, -4.541)  0.1352
H (-1.302, -5.282, 4.132)  0.0754
H (1.306, -0.575, -1.848)  0.1319
H (-1.694, -5.549, 5.819)  0.0795
H (-5.643, -3.054, 4.927)  0.1120
H (2.869, 2.557, -0.281)  0.0729
H (-5.764, -2.251, 7.285)  0.0855
H (-1.813, 1.225, 2.283)  0.0430
H (3.310, -1.326, -1.780)  0.1197
H (1.464, 2.557, -4.290)  0.1421
H (3.437, 2.375, -2.940)  0.1030
H (4.852, 3.087, 1.973)  0.0667
H (1.169, 3.284, -1.294)  0.0822
H (6.320, 1.287, 0.332)  0.1133
H (-2.800, 0.455, -2.419)  0.1658
H (4.790, -1.918, -4.281)  0.0746
H (5.165, 0.482, -0.722)  0.0765
H (3.742, -2.976, -3.247)  0.0733
H (-3.824, -5.279, 3.633)  0.1039

Force components x, y, z for each atom (eV/Å):
4.2905 -2.0274 5.9783
-0.2352 0.1639 0.7185
0.0400 0.0026 0.0329
-1.2997 0.3339 0.6497
-0.1975 -0.4438 -2.7356
-0.7656 0.3898 -0.5085
-2.6138 1.8736 -2.0356
-0.8704 0.1971 -0.7099
0.3879 0.0381 -0.6343
-0.3688 -1.1903 -0.0840
-0.9254 0.3903 0.6232
0.5725 0.7700 -0.7108
0.1650 0.0278 0.0461
-0.3321 1.1169 -0.0540
-0.9239 0.6409 -0.5340
-0.4995 -0.5313 0.3721
0.4154 -0.5790 -0.5276
0.3449 0.1158 0.0883
-0.5460 -0.1736 0.9889
-0.4460 -1.0101 0.1096
0.1932 0.2466 -0.0593
0.5641 -0.1089 1.0115
1.1595 -1.1174 -1.0092
0.0320 -0.6538 -0.9454
0.5173 0.4784 0.3566
0.0060 -0.7584 -0.0833
-0.2577 -1.5749 0.2268
0.5236 0.6856 1.0105
0.1713 0.6136 -0.1675
0.2771 -0.2858 -0.1496
0.6242 0.1714 0.4325
-0.6754 0.0127 0.1929
0.2753 -0.3237 0.1356
-0.2113 -0.0850 -0.1059
-0.7602 0.8273 -0.5023
0.5849 0.6315 -1.0474
-0.3717 0.1515 -0.3996
0.2129 0.5485 -0.2393
-0.0687 -0.1376 -0.1057
0.5079 -0.0544 -0.0811
-0.1519 -0.3234 0.0269
0.1814 -0.4063 -0.2460
0.1048 0.0360 -0.1610
-0.2760 0.1430 0.2737
-0.0216 -0.1149 0.0644
-0.2467 0.0150 -0.2464
0.3943 0.0905 0.1153
-0.2168 -0.3795 0.2245
0.1991 -0.3757 -0.4867
0.1204 0.2082 0.3140
0.3661 -0.1082 0.1846
0.0839 -0.0146 -0.0017
0.2272 -0.2733 0.2342
0.2437 0.3599 -0.2788
0.0314 0.6391 0.1549
0.0695 -0.5484 0.0768
-0.1033 0.4458 0.0481
-0.0210 0.0173 0.0237
0.4189 0.4278 0.0005
0.0046 0.0297 0.0028
-0.0061 0.1638 0.0469
0.0245 -0.0424 0.0209
-0.3409 -0.1227 -0.1824
-0.1458 0.0131 -0.0222
-0.4255 0.1020 0.3465
-0.2917 0.2581 -0.2984
-0.2363 -0.4160 0.0135
0.4365 0.1374 -0.0714
0.5873 -0.5295 0.6752
-0.1209 -0.0134 -0.1207
-0.2597 0.4591 -0.0472
-0.0651 -0.0486 0.0066
0.1629 -0.0309 0.0086
0.4390 0.0032 -0.0088
-0.0504 0.0382 -0.0790
0.0012 0.0413 0.0860
-0.1464 0.5854 -0.0842
-0.2686 -0.1725 0.2596
-0.1188 0.1121 0.3483
-0.0313 -0.2846 0.2347
0.1142 -0.1676 -0.3189
-0.2951 -0.0522 -0.2964
0.0690 0.0652 -0.0884
-0.3476 -0.0991 0.0282
-0.0553 0.3976 -0.0119
0.3501 0.2618 -0.2511
0.1166 0.1010 -0.0619


4.
C3HF3O | ωB97M-V/def2-TZVPD

Values from the calculation:
Gap between HOMO and LUMO ... 10.8115 eV
Maximum force ... 4.04 eV/A
Total energy ... -489.6422 hartree
SMILES ... FC1=C(F)[C@@H](F)O1
Multiplicity ... 1

Each line ends with the natural charge from an NBO analysis.
Positions of all 8 atoms, in Å:
F (-0.742, 2.202, -0.845)  -0.2429
F (-1.370, -1.043, -1.168)  -0.2777
F (1.576, -1.233, 0.136)  -0.3293
O (0.783, 0.834, 0.712)  -0.5118
C (-0.371, 1.048, -0.427)  0.5944
C (-0.548, -0.265, -0.486)  0.1853
C (0.504, -0.538, 0.571)  0.4227
H (0.168, -1.004, 1.506)  0.1595

Force components x, y, z for each atom (eV/Å):
0.0580 -0.1935 0.1461
0.1394 0.0030 0.0578
0.3648 -0.1506 -0.2018
-2.2780 1.1325 -2.3535
2.7670 -1.2597 2.6641
-0.2072 0.3701 -0.1018
-0.8617 -0.1101 -0.0473
0.0176 0.2083 -0.1636


5.
C22H46BO35S8 | ωB97M-V/def2-TZVPD

Values from the calculation:
Gap between HOMO and LUMO ... 5.0664 eV
Maximum force ... 1.52 eV/A
Total energy ... -6709.4766 hartree
Multiplicity ... 1
Net charge ... -1

Each line ends with the Löwdin charge.
Positions of all 112 atoms, in Å:
S (-6.603, 3.487, -2.957)  0.5963
S (5.850, -1.932, 4.421)  0.5965
S (1.068, -6.951, -1.220)  0.5956
S (5.406, -9.780, 3.402)  0.6001
S (7.918, 4.274, 2.818)  0.6015
S (-1.716, -1.267, 3.499)  0.6189
S (-9.750, 5.183, -7.793)  0.6297
S (4.244, 2.064, 0.139)  0.5996
O (5.956, -3.067, 5.266)  -0.2212
O (-4.838, 0.623, -0.169)  -0.1114
O (-2.848, 0.978, -1.420)  -0.0549
O (5.365, -11.198, 3.347)  -0.2277
O (5.943, -9.091, 4.520)  -0.2210
O (-2.142, 0.087, 4.246)  -0.1796
O (7.591, 2.932, 3.637)  -0.1903
O (6.907, -1.544, 3.555)  -0.2319
O (-2.035, -1.146, 2.124)  -0.2136
O (-0.019, -6.302, -0.242)  -0.1869
O (5.581, 2.785, 0.662)  -0.1956
O (-10.796, 5.863, -6.784)  -0.1782
O (-5.918, 4.080, -1.874)  -0.2217
O (3.934, -9.223, 3.093)  -0.1873
O (3.618, 1.401, 1.224)  -0.2180
O (8.806, 3.950, 1.757)  -0.2241
O (6.708, 4.976, 2.606)  -0.1959
O (5.429, -0.673, 5.325)  -0.1997
O (-2.807, -2.231, 4.182)  -0.1839
O (-0.420, -1.637, 3.955)  -0.2337
O (-7.670, 4.569, -3.530)  -0.2011
O (-8.447, 5.273, -7.234)  -0.2253
O (-10.294, 3.955, -8.241)  -0.2004
O (6.121, -9.228, 2.076)  -0.1921
O (-5.633, 3.489, -4.246)  -0.1845
O (-9.867, 6.269, -8.972)  -0.1841
O (0.567, -8.195, -1.687)  -0.2238
O (-2.157, -1.270, -1.696)  -0.0628
O (-7.269, 2.238, -2.883)  -0.2200
O (3.551, 2.975, -0.696)  -0.2075
O (4.503, -2.039, 3.561)  -0.1817
O (8.764, 5.012, 3.968)  -0.1865
O (2.354, -6.850, -0.620)  -0.2381
O (4.955, 0.964, -0.791)  -0.1847
O (0.977, -5.872, -2.397)  -0.1864
C (0.142, -0.385, -1.484)  -0.1670
C (3.470, -1.262, 4.191)  -0.1510
C (0.524, 1.711, -0.159)  -0.0768
C (-6.291, 4.107, -5.351)  -0.1831
C (-3.183, -0.356, -1.382)  -0.4250
C (-7.173, 5.165, -4.730)  -0.1954
C (-0.397, -5.001, -0.731)  -0.1584
C (6.733, 2.023, 0.275)  -0.1731
C (-0.215, -5.081, -2.227)  -0.1462
C (-11.031, 7.076, -8.762)  -0.1673
C (4.207, -0.105, 4.827)  -0.1572
C (3.970, -8.341, 1.959)  -0.1605
C (-3.909, -0.433, -0.009)  -0.1732
C (0.957, 0.217, -0.299)  -0.2366
C (6.322, 1.328, -1.004)  -0.1604
C (-1.045, -1.127, -0.847)  -0.2329
C (-3.433, -0.082, 4.842)  -0.1593
C (8.438, 2.850, 4.787)  -0.1600
C (5.122, -8.841, 1.119)  -0.1607
C (-11.164, 7.163, -7.256)  -0.1627
C (8.650, 4.291, 5.201)  -0.1628
C (-3.474, -1.542, 5.244)  -0.1691
B (-4.212, 1.594, -1.129)  -0.5621
H (-4.038, 2.725, -0.730)  0.0582
H (0.411, 1.958, 0.898)  0.0680
H (7.589, 2.676, 0.140)  0.1150
H (-11.887, 6.566, -9.210)  0.1336
H (9.377, 2.379, 4.488)  0.1359
H (3.642, 0.347, 5.637)  0.1353
H (-0.457, 1.819, -0.621)  0.0670
H (-1.044, -5.607, -2.704)  0.1363
H (6.948, 1.300, 1.066)  0.1357
H (-4.191, 0.148, 4.089)  0.1419
H (0.729, -0.365, 0.598)  0.0907
H (3.025, -8.373, 1.425)  0.1189
H (7.788, 4.680, 5.748)  0.1342
H (6.919, 0.444, -1.210)  0.1358
H (-5.561, 4.523, -6.041)  0.1330
H (-12.175, 7.404, -6.940)  0.1353
H (-1.268, -0.585, 0.064)  0.0830
H (9.548, 4.423, 5.798)  0.1342
H (-4.420, -1.364, 0.280)  0.1157
H (-3.993, -0.554, -2.104)  0.1492
H (-3.254, -0.183, 0.848)  0.0829
H (2.736, -0.933, 3.460)  0.1369
H (4.149, -7.327, 2.319)  0.1384
H (-10.905, 8.050, -9.228)  0.1346
H (2.026, 0.091, -0.477)  0.0712
H (-6.887, 3.348, -5.865)  0.1287
H (5.511, -8.080, 0.450)  0.1368
H (1.267, 2.327, -0.654)  0.0431
H (-7.990, 5.453, -5.377)  0.0792
H (-3.549, 0.588, 5.689)  0.1333
H (0.819, -1.088, -1.985)  0.0911
H (2.982, -1.884, 4.943)  0.1353
H (0.269, -4.259, -0.289)  0.1272
H (-0.096, -4.103, -2.685)  0.1391
H (-0.188, 0.386, -2.175)  0.1113
H (-4.488, -1.916, 5.353)  0.1343
H (4.461, 0.658, 4.087)  0.1273
H (-6.593, 6.053, -4.457)  0.1329
H (6.367, 2.007, -1.859)  0.1344
H (7.965, 2.253, 5.562)  0.1373
H (-10.468, 7.891, -6.835)  0.1349
H (-4.782, 1.573, -2.217)  0.0592
H (4.841, -9.725, 0.543)  0.1348
H (-0.688, -2.126, -0.545)  0.1044
H (-2.919, -1.717, 6.169)  0.1297
H (-1.423, -4.778, -0.451)  0.1428

Force components x, y, z for each atom (eV/Å):
0.2879 -0.1690 -0.3226
-0.5527 0.1769 -0.0648
-0.4809 0.5434 -0.1627
-0.2189 0.2432 -0.3999
0.0548 -0.1667 0.5549
-0.4127 0.2646 0.0385
-0.2555 0.2365 -0.1054
0.4585 0.0509 -0.2833
0.2591 0.0366 -0.0053
-0.0067 -0.1987 0.1791
0.4503 -0.3773 -0.1937
0.0087 0.0002 0.2185
0.1301 -0.1816 0.0438
0.2773 -0.3926 0.2960
-0.1876 0.3777 0.0104
0.0851 -0.1683 0.0150
0.6467 -0.5731 0.6211
0.1252 -0.2722 -0.4242
-0.1358 -0.1068 -0.3300
-0.0045 -0.1615 -0.3408
-0.2252 0.1218 0.0753
0.3271 -0.3148 -0.1396
-0.1025 -0.0219 0.1047
-0.0453 0.2301 -0.0941
0.0496 -0.0113 -0.2126
-0.0579 -0.3807 -0.0147
0.0513 0.2313 -0.1507
0.0494 0.0842 -0.1204
0.0021 -0.2888 -0.2152
-0.2486 -0.1488 -0.7955
0.1343 -0.0827 0.1305
-0.1334 0.1917 0.3375
-0.0400 0.3292 0.2478
0.1693 0.0892 0.3868
0.1977 -0.1426 0.1814
0.2014 0.0372 0.4496
-0.2835 0.2208 0.1444
-0.0679 0.1032 0.1919
0.4486 0.3254 0.0794
0.0996 -0.3212 -0.2188
0.1350 -0.2552 -0.0497
-0.0081 -0.0702 0.4468
0.2302 -0.0577 0.4460
0.8706 -0.7765 0.9812
-0.3784 -0.0910 0.3733
0.1494 -1.2243 0.5000
-0.3263 -0.3088 -0.1642
-1.2333 -0.1395 0.4540
0.2313 0.4858 0.3492
0.0989 0.5765 0.1153
0.1937 -0.4340 0.1684
-0.5290 -0.0819 -0.1309
-0.4474 -0.1477 -0.0914
-0.1058 0.4302 -0.4503
-0.0010 0.5123 -0.0535
-0.0238 0.7193 0.4851
-0.6866 0.5553 -0.9516
0.1065 0.3309 -0.2980
0.7008 0.2473 -0.5224
-0.5093 0.0343 -0.3194
0.4810 -0.1483 0.0032
-0.2719 -0.3221 -0.2887
0.2157 0.4130 0.0605
-0.3314 0.0155 0.3069
0.1199 0.0806 0.4161
0.6534 0.0830 -0.3599
-0.0832 0.0767 0.3175
0.2499 0.3876 -0.0683
-0.1457 0.1929 0.0422
-0.0227 0.0390 0.0227
0.0053 0.0007 0.0511
0.1644 -0.0967 0.1564
-0.0086 0.1854 0.0238
-0.0040 0.0266 0.0092
0.0207 -0.0048 -0.0192
-0.0117 -0.0135 0.0216
0.0376 0.0861 0.0975
-0.0594 -0.1383 0.1355
0.0063 -0.0266 0.0104
-0.1945 -0.1354 0.0566
0.1618 -0.0646 0.1440
-0.0144 -0.2196 0.0896
-0.4990 -0.0087 -0.0233
0.0927 0.1192 -0.1832
-0.0416 -0.1051 -0.5058
0.2569 -0.2116 -0.2361
-0.0840 -0.1023 -0.7994
0.1602 -0.1210 -0.2026
-0.0055 -0.0013 -0.0282
0.2379 -0.0645 -0.0506
0.0507 0.2305 0.0347
-0.0268 0.0708 -0.0600
0.1928 0.0196 0.1491
-0.1890 0.3294 0.0956
0.0341 -0.1176 0.4796
0.2466 0.0682 -0.0324
-0.3299 -0.0272 -0.4182
-0.0217 0.0105 -0.0258
-0.0187 -0.0076 0.0095
0.2455 -0.0496 -0.0203
-0.0782 -0.0320 -0.0334
0.0316 -0.1191 -0.1991
-0.0575 -0.0093 -0.0171
0.0787 -0.0421 -0.0322
0.0355 -0.0013 0.0120
-0.2063 -0.0208 -0.1527
-0.0192 0.0160 -0.0194
-0.3568 0.1043 -0.0705
-0.0240 0.0324 -0.0167
-0.1691 0.0675 0.0170
-0.0227 0.0163 0.0067
-0.0032 -0.1800 0.0941